1.
Molecular formula: C47H39BrN3O5P2ReS
Method: DFT, wB97M-V/def2-TZVPD

Its spin multiplicity is 2. Its total charge is +3. The HOMO energy (spin up / spin down) comes out at -15.25 / -15.25 eV. The LUMO energy (spin up / spin down) comes out at -0.3738 / -0.3597 hartree. For the energy above the lowest of the compared OMol25 structures with the same formula, charge and spin, the calculation gives 0.0 kJ/mol. The expectation value of S² is 0.757.

Geometry as XYZ:
```
99
Properties=species:S:1:pos:R:3:forces:R:3
Re -0.0094 0.1769 0.1226 -1.29 -0.63 1.28
O -1.4179 -1.3577 -0.2490 1.45 1.04 0.78
P -2.9292 -1.6058 0.0112 -0.97 -0.50 -0.18
C -3.9143 -0.2702 -0.7308 0.37 -0.04 0.16
P -3.3315 1.2973 -0.0236 -0.23 0.52 -0.28
O -1.8076 1.1890 0.1315 0.64 -0.22 0.26
C -3.7206 2.5778 -1.1998 0.02 -0.09 0.10
C -4.3654 3.7431 -0.7873 0.03 -0.01 -0.05
C -4.6190 4.7465 -1.7126 -0.03 0.03 0.00
C -4.2455 4.5849 -3.0385 0.00 0.00 0.06
C -3.5985 3.4229 -3.4504 0.08 -0.06 -0.02
C -3.3313 2.4227 -2.5345 -0.05 0.00 0.04
C -4.0609 1.6867 1.5486 0.11 -0.06 -0.06
C -3.2654 2.4119 2.4396 -0.02 -0.03 0.01
C -3.8088 2.8521 3.6355 -0.02 0.00 -0.02
C -5.1358 2.5708 3.9382 0.05 0.01 -0.01
C -5.9245 1.8502 3.0500 -0.05 0.03 0.01
C -5.3946 1.4131 1.8471 0.03 0.02 -0.05
C -3.3623 -3.1589 -0.7340 0.25 0.19 -0.05
C -4.3156 -3.2830 -1.7423 0.03 -0.01 0.02
C -4.5896 -4.5404 -2.2608 -0.03 0.06 -0.02
C -3.9135 -5.6529 -1.7805 0.00 -0.03 -0.02
C -2.9713 -5.5291 -0.7641 0.04 0.07 0.02
C -2.6906 -4.2812 -0.2373 -0.10 -0.03 -0.04
C -3.4821 -1.6490 1.7111 0.43 -0.02 0.08
C -2.6369 -1.4201 2.7902 -0.10 0.02 -0.01
C -3.1440 -1.4380 4.0824 -0.02 -0.02 -0.01
C -4.4879 -1.7072 4.2926 0.00 0.01 0.00
C -5.3284 -1.9707 3.2155 -0.03 -0.01 -0.03
C -4.8327 -1.9395 1.9256 0.01 -0.04 -0.12
H -4.9783 -0.4221 -0.5427 0.01 -0.01 0.02
H -3.7459 -0.2349 -1.8093 -0.03 0.00 -0.01
H -4.6705 3.8679 0.2435 0.00 0.01 -0.01
H -5.1164 5.6533 -1.3959 -0.01 -0.01 -0.01
H -4.4635 5.3654 -3.7554 0.02 -0.01 -0.01
H -3.3089 3.2967 -4.4856 -0.04 0.03 0.00
H -2.8261 1.5161 -2.8553 -0.01 0.02 -0.06
H -2.2388 2.6436 2.1813 0.01 -0.02 0.05
H -3.2055 3.4290 4.3237 0.00 -0.02 0.01
H -5.5631 2.9303 4.8650 0.00 -0.03 0.00
H -6.9593 1.6466 3.2912 0.00 -0.01 -0.02
H -6.0259 0.8851 1.1419 -0.01 -0.03 0.04
H -4.8527 -2.4211 -2.1194 0.02 -0.01 -0.02
H -5.3331 -4.6462 -3.0390 0.01 -0.03 0.00
H -4.1228 -6.6274 -2.2017 -0.02 0.00 0.04
H -2.4615 -6.4018 -0.3795 -0.01 -0.01 -0.03
H -1.9655 -4.1729 0.5616 -0.01 -0.06 0.00
H -1.5894 -1.2483 2.6153 -0.05 -0.01 0.08
H -2.4855 -1.2604 4.9230 0.00 -0.01 -0.01
H -4.8851 -1.7319 5.2990 0.01 -0.01 -0.01
H -6.3688 -2.2157 3.3835 0.01 0.02 0.01
H -5.4895 -2.1616 1.0904 -0.02 -0.04 0.04
O 0.6780 -1.4765 4.5951 -0.03 0.01 -0.05
C 0.5346 -0.1869 4.9290 -0.02 0.05 -0.07
C 0.5674 0.1218 6.2867 -0.02 -0.07 0.15
C 0.3800 1.4187 6.7120 0.00 -0.09 -0.09
C 0.1834 2.4636 5.7960 -0.03 0.09 0.05
C 0.2064 2.1916 4.4579 0.02 0.07 -0.03
C 0.3711 0.8648 3.9974 0.00 0.02 -0.05
C 0.3379 0.6131 2.5986 0.23 0.05 0.32
O 0.3768 1.5309 1.6889 -0.62 -0.43 -1.39
O 0.2342 -0.5640 2.0813 -0.19 -0.06 -0.70
H 0.6082 -1.6026 3.6374 0.04 0.02 0.09
H 0.7315 -0.6860 6.9874 -0.03 0.01 0.01
H 0.3842 1.6332 7.7728 0.01 -0.01 0.00
H 0.0135 3.4704 6.1506 0.08 0.01 -0.01
H 0.0902 2.9857 3.7314 -0.02 -0.02 -0.01
Br 0.2152 3.2888 -1.1714 0.08 0.08 -0.14
C 0.0676 1.9115 -2.4338 0.12 0.02 0.24
C 0.0519 2.2049 -3.7831 -0.03 -0.03 -0.15
C -0.0120 1.1576 -4.6875 0.03 0.05 0.10
C -0.0610 -0.1499 -4.2116 0.01 0.04 -0.12
C -0.0591 -0.3618 -2.8558 0.02 -0.09 0.10
N 0.0074 0.6545 -1.9633 0.00 0.35 -0.02
H 0.1003 3.2344 -4.1078 0.01 0.00 0.01
H -0.0130 1.3595 -5.7508 0.01 -0.01 0.00
H -0.0866 -0.9918 -4.8885 -0.05 -0.02 0.02
H -0.1174 -1.3628 -2.4454 0.03 0.02 0.01
S 6.2430 -1.0994 1.4596 0.03 -0.01 -0.15
C 4.7085 -0.6534 0.8278 0.02 0.14 0.20
C 4.1835 0.6528 0.7893 -0.03 -0.09 -0.03
C 2.8833 0.8492 0.4188 0.08 -0.08 0.07
N 2.0480 -0.1748 0.0882 0.03 0.18 -0.24
C 2.5858 -1.4210 0.0147 -0.27 -0.04 -0.10
C 3.8764 -1.6892 0.3541 0.14 -0.01 -0.01
C 6.9960 0.4403 1.9435 -0.07 -0.09 -0.12
C 7.3226 1.4062 1.0028 0.13 0.12 -0.11
C 7.9685 2.5516 1.4525 -0.13 -0.32 0.17
N 8.2926 2.7284 2.7288 0.17 0.36 0.14
C 8.0030 1.7883 3.6185 -0.08 -0.08 -0.37
C 7.3436 0.6112 3.2709 0.01 0.04 0.20
H 4.7781 1.5079 1.0753 0.01 -0.02 0.00
H 2.4758 1.8504 0.4085 -0.09 -0.03 0.02
H 1.9240 -2.2148 -0.3092 -0.01 -0.01 0.03
H 4.2496 -2.7018 0.2778 -0.05 -0.01 0.05
H 7.1125 1.2709 -0.0508 0.00 -0.02 0.02
H 8.2440 3.3394 0.7618 0.01 0.00 0.02
H 8.3086 1.9736 4.6407 -0.01 -0.01 0.01
H 7.1276 -0.1393 4.0197 -0.03 -0.01 -0.03
```
Positions in Å, forces in eV/Å.


2.
Molecular formula: C47H39CsF6N10O5S3
Method: DFT, wB97M-V/def2-TZVPD

Its total charge is -2. The HOMO energy comes out at 0.13 eV. The LUMO energy comes out at 0.0969 hartree. For the energy above the lowest of the compared OMol25 structures with the same formula, charge and spin, the calculation gives 153.9 kJ/mol.

Geometry as XYZ:
```
111
Properties=species:S:1:pos:R:3:forces:R:3
Cs -0.5486 -0.0855 1.5081 2.31 -0.12 -2.68
C 3.0716 1.9989 -2.3390 0.09 -0.18 0.03
C 2.5137 2.1843 -1.1271 -0.11 0.16 -0.20
N 2.8106 1.3352 -0.0435 0.01 -0.06 0.20
C 3.6630 0.2491 -0.3683 0.05 -0.22 0.10
C 4.1579 0.1615 -1.6555 -0.09 0.26 -0.13
N 3.9249 0.9913 -2.6614 0.05 -0.05 -0.16
C 3.9740 -0.8158 0.6025 -0.23 0.15 -0.03
C 5.2478 -1.3918 0.6024 0.18 0.09 -0.12
C 5.5115 -2.4679 1.4296 -0.34 0.14 0.03
C 4.4988 -2.9069 2.2728 0.01 -0.23 0.15
C 3.2778 -2.2456 2.2706 -0.08 0.09 -0.09
N 3.0177 -1.2356 1.4374 0.22 -0.02 0.04
C 2.1811 -2.6081 3.2174 -0.01 0.02 0.11
C 2.3778 -3.3632 4.3648 0.01 -0.04 0.06
N 1.3922 -3.6227 5.2250 -0.06 0.04 -0.03
C 0.2024 -3.0982 4.9490 0.20 -0.10 0.08
C -0.0032 -2.3284 3.8067 -0.03 -0.10 0.13
N 0.9777 -2.1068 2.9509 0.15 -0.19 0.05
C 6.8335 -3.1115 1.4353 0.26 -0.12 -0.01
C 7.3754 -3.6573 2.5915 -0.02 -0.01 0.23
C 8.6266 -4.2484 2.5459 0.11 -0.03 -0.11
N 9.3701 -4.3348 1.4410 -0.18 0.08 0.02
C 8.8442 -3.8088 0.3335 0.08 -0.07 0.11
C 7.6023 -3.1981 0.2824 0.02 0.01 -0.24
H 2.8110 2.6819 -3.1392 -0.05 0.05 0.04
H 1.7956 2.9619 -0.9178 0.00 -0.02 0.05
H 4.7869 -0.6913 -1.8893 0.00 -0.06 0.07
H 6.0354 -0.9726 -0.0125 -0.10 0.01 0.03
H 4.6628 -3.7665 2.9121 -0.06 0.08 -0.04
H 3.3516 -3.7616 4.6270 0.00 0.01 -0.02
H -0.6054 -3.2827 5.6450 -0.04 0.03 -0.03
H -0.9728 -1.8881 3.5971 -0.10 -0.14 0.08
H 6.8353 -3.5980 3.5301 0.08 -0.02 -0.06
H 9.0617 -4.6719 3.4444 -0.01 0.00 0.01
H 9.4529 -3.8862 -0.5607 -0.02 0.01 -0.02
H 7.2242 -2.8092 -0.6566 0.07 -0.05 0.05
N -3.1018 -0.0356 -0.4334 -0.20 -0.06 -0.06
C -3.5198 -1.1692 -1.0899 0.03 0.22 0.15
C -4.6391 -1.1803 -1.8980 -0.02 0.02 -0.01
C -5.0678 -2.3508 -2.5443 0.07 -0.05 0.03
C -4.3966 -3.5331 -2.3919 -0.08 0.00 -0.04
C -3.2260 -3.5607 -1.6015 0.13 0.12 0.03
C -2.4616 -4.7327 -1.4059 0.03 -0.03 0.01
C -1.3141 -4.6874 -0.6692 -0.01 -0.08 -0.02
C -0.9075 -3.4499 -0.1310 -0.07 0.15 -0.06
N -1.5918 -2.3466 -0.2795 -0.18 -0.11 -0.07
C -2.7538 -2.3776 -0.9785 -0.06 -0.22 -0.10
H -3.7764 0.7175 -0.4199 -0.01 -0.03 0.05
H -2.7229 -0.1793 0.4995 -0.58 -0.20 -0.36
H -5.2237 -0.2724 -1.9893 0.00 0.00 0.00
H -5.9656 -2.3138 -3.1496 0.00 0.01 0.00
H -4.7437 -4.4456 -2.8619 0.00 0.00 0.00
H -2.8043 -5.6613 -1.8496 0.01 0.00 0.00
H -0.7166 -5.5740 -0.4999 0.00 0.01 0.00
H 0.0196 -3.3703 0.4325 -0.02 -0.01 0.02
F 0.4782 4.1182 5.3360 -0.01 0.00 -0.04
C -0.3251 3.9829 4.2531 0.00 0.07 -0.02
F 0.4746 4.1855 3.1788 -0.05 0.01 0.08
F -1.1902 5.0051 4.2890 0.02 -0.02 0.01
S -1.2046 2.2939 4.2084 -0.10 0.69 0.56
O -0.4148 1.6772 3.1399 0.46 1.03 1.42
O -0.9036 1.8175 5.5450 0.04 -0.08 -0.17
N -2.6681 2.5157 3.9660 -0.07 0.06 -0.11
S -3.6877 -0.9219 3.5493 -0.78 -0.01 0.47
O -2.6540 -0.8217 2.4755 -1.16 -0.56 0.25
O -3.3820 -2.0465 4.4578 0.11 -0.19 0.19
C -5.0283 -1.7239 2.4779 -0.04 -0.11 -0.06
F -5.3427 -0.9541 1.4138 -0.01 -0.08 0.09
F -6.1765 -1.9235 3.1622 0.06 -0.01 0.01
F -4.6384 -2.9237 2.0027 -0.07 0.09 -0.05
S -2.4342 5.8209 0.3773 0.11 -0.12 -0.01
C -1.2658 4.5091 0.3023 -0.16 0.08 0.08
N -1.6024 3.4732 1.0033 0.10 -0.09 -0.17
C -2.7885 3.6358 1.6586 -0.17 0.16 0.12
C -3.3316 2.6140 2.6315 0.01 0.12 -0.29
C -4.7958 2.9102 2.8782 0.09 -0.04 -0.11
C -5.3685 4.1090 2.6034 0.20 0.04 -0.06
C -4.7056 5.1717 1.9171 -0.22 0.10 0.07
C -3.4432 4.8627 1.4316 0.19 -0.12 0.03
H -0.3459 4.6082 -0.2585 -0.02 0.00 0.00
H -3.2424 1.6365 2.1384 0.10 -0.15 0.25
H -5.3477 2.1454 3.4138 -0.02 0.00 -0.03
H -6.4015 4.2669 2.9062 -0.02 -0.02 0.01
H -5.1974 6.1107 1.7005 -0.01 -0.02 0.01
C -1.2707 3.5082 -7.5127 0.01 -0.03 0.06
C -0.9952 2.7439 -6.2443 -0.03 0.01 0.04
C -1.6872 3.0221 -5.0756 -0.03 0.03 -0.11
C -1.4497 2.3285 -3.8928 -0.07 0.07 0.27
C -2.2675 2.6644 -2.6695 0.02 -0.08 -0.13
C -0.4772 1.3137 -3.8995 -0.09 0.00 -0.13
C -0.1908 0.5853 -2.6404 -0.12 0.03 -0.09
O -0.3686 1.0792 -1.5557 0.33 -0.24 0.22
C 0.2063 0.9880 -5.0826 0.06 -0.02 0.05
C 1.2351 -0.1190 -5.1293 -0.12 0.05 -0.04
C -0.0537 1.7207 -6.2309 0.05 -0.05 -0.04
H -1.9204 4.3617 -7.3222 0.00 0.00 -0.01
H -1.7593 2.8690 -8.2517 0.00 0.01 -0.01
H -0.3431 3.8740 -7.9564 -0.01 0.01 -0.01
H -2.4411 3.8024 -5.0784 0.01 -0.01 0.02
H -3.1405 3.2506 -2.9556 0.00 0.03 -0.02
H -1.7018 3.2285 -1.9236 -0.04 -0.04 -0.07
H -2.5919 1.7540 -2.1617 0.01 0.13 -0.02
H 0.1764 -0.4567 -2.7293 0.06 0.09 0.00
H 2.0728 0.0725 -4.4594 0.04 0.00 0.09
H 1.6361 -0.2124 -6.1388 -0.02 0.00 0.00
H 0.7914 -1.0785 -4.8544 0.05 0.00 0.01
H 0.4886 1.4860 -7.1422 0.01 -0.01 0.02
C 2.3305 1.5954 1.1354 -0.02 0.03 0.14
H 1.6712 2.4418 1.2638 -0.01 0.04 -0.02
H 2.5572 0.9440 1.9581 -0.05 -0.02 0.00
```
Positions in Å, forces in eV/Å.


3.
Molecular formula: C47H39IIrN2OP2
Method: DFT, wB97M-V/def2-TZVPD

Its total charge is +1. The HOMO energy (spin up / spin down) comes out at -10.11 / -10.24 eV. The LUMO energy (spin up / spin down) comes out at -0.1581 / -0.1586 hartree. For the energy above the lowest of the compared OMol25 structures with the same formula, charge and spin, the calculation gives 0.0 kJ/mol.

Geometry as XYZ:
```
93
Properties=species:S:1:pos:R:3:forces:R:3
Ir 0.2291 -0.0888 0.3896 0.18 -1.53 0.38
I 3.0856 0.0545 -0.2088 -1.66 -0.48 -0.44
C 2.6090 -0.4816 -2.2333 0.53 0.26 0.39
C 3.6360 -0.4650 -3.1368 -0.11 0.08 0.54
C 3.3926 -0.8412 -4.4636 -0.28 -0.08 -0.24
C 2.1386 -1.2386 -4.8331 0.31 0.06 0.01
C 1.0698 -1.2358 -3.9150 -0.11 0.05 0.35
C -0.2222 -1.6261 -4.3195 -0.30 -0.05 -0.02
C -1.2789 -1.5434 -3.4598 0.32 -0.10 -0.25
C -1.0769 -1.0677 -2.1581 0.18 0.14 0.64
C 0.1725 -0.7395 -1.6838 -0.74 0.87 1.62
C 1.2824 -0.8200 -2.5640 0.17 0.11 0.21
H 4.6263 -0.1639 -2.8342 0.12 0.00 0.02
H 4.1977 -0.8082 -5.1798 0.09 -0.05 -0.07
H 1.9379 -1.5513 -5.8466 0.00 -0.03 -0.12
H -0.3562 -1.9880 -5.3268 -0.04 -0.01 -0.16
H -2.2740 -1.8295 -3.7655 -0.06 0.00 -0.09
H -1.9490 -0.9490 -1.5326 0.02 0.10 0.09
C -4.6988 -3.0353 0.7843 0.07 -0.48 0.11
N -4.1204 -1.7102 0.8413 0.00 0.27 0.02
C -5.0178 -0.5979 1.0598 -0.05 0.35 0.07
C -2.8124 -1.5217 0.7671 0.08 -0.87 -0.10
O -2.2635 -0.4212 0.8289 1.31 0.86 -0.17
H -5.7426 -2.9587 0.4851 0.08 0.00 -0.07
H -4.6560 -3.5230 1.7622 -0.08 0.02 -0.06
H -4.1679 -3.6518 0.0584 -0.06 0.01 0.04
H -5.7164 -0.8374 1.8598 -0.01 -0.01 0.02
H -5.5808 -0.3767 0.1501 0.01 0.01 0.04
H -4.4256 0.2681 1.3470 -0.12 0.01 -0.03
H -2.2412 -2.4520 0.6300 0.06 0.15 0.00
C -1.3407 3.3566 1.4125 0.02 -0.54 0.67
P -0.2755 2.2786 0.3508 -0.23 1.22 -1.67
C 1.0748 3.4527 -0.0165 0.11 -0.33 0.06
C 2.2896 3.3358 0.6506 -0.08 -0.12 -0.18
C 3.3301 4.2029 0.3675 0.07 -0.06 -0.08
C 3.1538 5.2104 -0.5655 0.02 -0.01 0.00
C 1.9352 5.3535 -1.2111 0.01 0.09 -0.01
C 0.9009 4.4774 -0.9427 -0.11 0.03 0.10
C -1.2472 2.2774 -1.1982 0.01 0.08 -0.10
C -0.5697 2.2468 -2.4175 0.00 -0.03 0.10
C -1.2653 2.1549 -3.6061 -0.02 0.01 -0.05
C -2.6505 2.0837 -3.5919 -0.04 0.00 -0.04
C -3.3293 2.0760 -2.3852 -0.08 -0.15 -0.17
C -2.6320 2.1519 -1.1931 0.19 0.04 0.15
P -0.9636 3.3994 3.2469 0.09 -0.23 -0.04
C -1.9231 4.8958 3.6941 0.00 -0.16 0.02
C -1.4165 5.7677 4.6576 -0.01 -0.11 -0.15
C -2.1292 6.8934 5.0231 -0.06 0.02 0.09
C -3.3681 7.1479 4.4577 -0.03 0.00 -0.01
C -3.8980 6.2629 3.5335 -0.12 0.10 0.06
C -3.1880 5.1366 3.1621 0.23 -0.05 0.00
C 0.7287 4.0988 3.3419 -0.34 -0.12 -0.05
C 1.0948 5.2914 2.7245 0.12 -0.01 0.18
C 2.3601 5.8086 2.9309 -0.15 0.20 -0.05
C 3.2595 5.1523 3.7576 0.04 -0.04 0.04
C 2.8999 3.9656 4.3728 0.22 0.04 0.00
C 1.6371 3.4400 4.1636 -0.18 -0.04 -0.11
H -2.3505 2.9430 1.3574 0.06 0.10 -0.01
H -1.3392 4.3665 0.9859 0.08 -0.24 -0.21
H 2.4172 2.5727 1.4057 0.04 -0.04 0.06
H 4.2780 4.0843 0.8709 0.05 0.04 0.08
H 3.9608 5.8896 -0.7900 0.12 0.07 -0.02
H 1.7888 6.1429 -1.9335 0.02 0.07 -0.05
H -0.0395 4.5858 -1.4651 -0.03 0.04 0.00
H 0.5116 2.2852 -2.4281 0.05 0.02 -0.06
H -0.7231 2.1336 -4.5399 0.01 0.00 -0.09
H -3.2028 2.0199 -4.5162 -0.04 0.00 -0.12
H -4.4063 1.9910 -2.3750 -0.08 0.02 0.02
H -3.1697 2.0847 -0.2598 -0.10 0.07 0.05
H -0.4551 5.5681 5.1096 0.06 0.06 0.02
H -1.7164 7.5712 5.7541 0.02 0.08 0.09
H -3.9251 8.0242 4.7478 -0.06 0.12 0.02
H -4.8700 6.4484 3.1030 -0.11 0.03 -0.04
H -3.6246 4.4476 2.4536 -0.05 -0.03 -0.11
H 0.3905 5.8223 2.0983 -0.06 0.04 -0.05
H 2.6416 6.7349 2.4526 0.05 0.08 -0.04
H 4.2377 5.5746 3.9288 0.12 0.04 0.02
H 3.5952 3.4582 5.0245 0.07 -0.04 0.06
H 1.3405 2.5218 4.6513 -0.02 -0.08 0.05
N 1.6969 -8.4130 5.6695 0.05 -0.27 0.18
C 1.5154 -7.4325 5.1043 0.07 -0.44 0.25
C 1.2933 -6.2311 4.3908 -0.15 0.87 -0.57
C -0.0093 -5.8294 4.0806 0.14 -0.20 0.10
C -0.2187 -4.6636 3.3798 0.15 0.16 -0.08
C 0.8655 -3.8720 2.9772 0.13 -0.68 0.49
C 2.1706 -4.2945 3.2660 -0.25 0.11 -0.02
C 2.3801 -5.4574 3.9721 -0.04 -0.25 0.12
C 0.6501 -2.6582 2.3013 -0.28 1.24 -0.64
C 0.4608 -1.5890 1.7300 0.36 -0.51 -1.10
H -0.8444 -6.4385 4.3940 -0.02 -0.04 0.02
H -1.2214 -4.3481 3.1323 -0.05 0.04 0.04
H 3.0051 -3.6967 2.9317 0.04 0.05 0.02
H 3.3823 -5.7822 4.2085 0.06 -0.03 0.00
```
Positions in Å, forces in eV/Å.